Entry 1:
26
Properties=species:S:1:pos:R:3 method="wB97M-V/def2-TZVPD" smiles="CCNCC(=O)NC.O.O" spin_multiplicity=1 lumo_ev=0.6214 e_above_lowest_kcal_mol=72.9 fmax_ev_per_a=5.013 total_energy_ha=-535.262486 homo_ev=-9.342
C 1.74157 -0.96145 0.46581
C 2.24433 -0.17141 -0.67863
N 1.14906 0.42023 -1.52111
C 0.33332 1.31618 -0.70557
C -0.76120 0.65570 0.23108
O -1.69794 0.05828 -0.19836
N -0.78237 0.91255 1.55843
C 0.30594 1.70510 2.13578
H 1.69539 -2.07934 0.16002
H 0.79043 -0.83370 0.92014
H 2.51818 -0.98807 1.27224
H 2.97330 0.59002 -0.30133
H 2.97944 -0.59279 -1.30630
H 0.37256 -0.20426 -1.90040
H -0.29598 1.86862 -1.47051
H 0.73527 2.08685 -0.10518
H -1.63688 0.84616 2.07118
H -0.14583 2.65946 2.40792
H 0.79761 1.33258 2.90924
H 1.09442 2.05347 1.42061
O -1.48858 -2.10654 -2.92409
H -0.60958 -1.89326 -3.25860
H -1.92620 -1.45285 -2.46270
O -3.60887 -1.89644 0.79043
H -3.54137 -2.35325 -0.03838
H -3.23604 -0.97185 0.52828


Entry 2:
186
Properties=species:S:1:pos:R:3 method="wB97M-V/def2-TZVPD" charge=+1 spin_multiplicity=1 lumo_ev=-2.6785 fmax_ev_per_a=1.283 total_energy_ha=-5896.532629 homo_ev=-9.336
In 0.11851 -0.72546 0.82995
C 0.02143 -4.85599 2.17841
Si -1.41870 -3.73622 2.64914
C -2.84921 -4.06381 1.47680
C -2.06305 -4.22495 4.34463
N -0.82328 -2.11367 2.51349
P -1.39548 -0.81526 3.26678
C -0.80216 0.61592 2.39117
P 0.69890 1.42578 2.90536
N 2.00489 0.64200 2.44533
Si 3.69218 1.01601 2.57624
C 4.36546 1.08181 0.81209
C 4.23858 2.58439 3.45697
C 4.46043 -0.46242 3.49090
C 0.67605 3.11598 2.19832
C 0.03636 3.37923 0.99508
C 0.03600 4.66187 0.46287
C 0.69734 5.69240 1.11303
C 1.38640 5.42962 2.28766
C 1.37596 4.15044 2.82444
C 0.69429 1.85000 4.67620
C 1.57272 1.19657 5.53441
C 1.67913 1.58755 6.86170
C 0.89657 2.62892 7.34140
C 0.00222 3.27200 6.49566
C -0.09680 2.88766 5.16845
C -3.22469 -0.77981 3.13026
C -4.13822 -0.96100 4.16427
C -5.50496 -0.95150 3.90268
C -5.97297 -0.78381 2.60939
C -5.06755 -0.65245 1.56281
C -3.71111 -0.65547 1.83003
C -1.09060 -0.86312 5.04709
C -1.73963 -0.00135 5.93124
C -1.54264 -0.13377 7.29546
C -0.69043 -1.11680 7.78493
C -0.01583 -1.95319 6.90872
C -0.21377 -1.82379 5.54191
H -0.34314 -5.86344 1.94809
H 0.74302 -4.95358 2.99701
H 0.55188 -4.48071 1.29836
H -3.05092 -5.13797 1.43117
H -2.63690 -3.71223 0.46446
H -3.75945 -3.56051 1.82042
H -2.59020 -5.17984 4.25416
H -2.77503 -3.48332 4.71992
H -1.27582 -4.34354 5.09222
H 3.57785 0.81317 0.10240
H 4.70108 2.09078 0.55450
H 5.21526 0.40549 0.66578
H 4.12950 3.45818 2.80743
H 5.29575 2.49804 3.72311
H 3.67593 2.77264 4.37490
H 4.82271 -1.23233 2.79965
H 3.73103 -0.92879 4.16110
H 5.31455 -0.15402 4.10225
H -0.46487 2.57611 0.47881
H -0.48947 4.86453 -0.45920
H 0.68572 6.69691 0.70807
H 1.92405 6.22373 2.79132
H 1.90837 3.95993 3.74859
H 2.18592 0.38801 5.15304
H 2.38610 1.09084 7.51469
H 0.98701 2.94126 8.37470
H -0.60751 4.08390 6.87189
H -0.77484 3.40822 4.50140
H -3.80009 -1.12300 5.17873
H -6.20423 -1.08080 4.71915
H -7.03757 -0.77097 2.41359
H -5.41757 -0.55575 0.54076
H -2.99855 -0.58494 1.02524
H -2.39572 0.77063 5.54701
H -2.05963 0.52475 7.98214
H -0.54558 -1.22754 8.85241
H 0.65240 -2.71458 7.29194
H 0.29645 -2.47757 4.84378
C 1.60048 3.77178 -3.43560
N 0.37635 3.36138 -4.11773
C -0.84244 3.52983 -3.34061
P -1.38482 2.14202 -2.16884
C -2.68561 3.03246 -1.22379
C -3.12775 2.40703 -0.05747
C -4.11017 2.97665 0.73723
C -4.65865 4.20025 0.37958
C -4.22374 4.83890 -0.77489
C -3.24610 4.26093 -1.57434
C -2.44805 1.18663 -3.34155
C -1.79154 0.24654 -4.14127
C -2.47813 -0.49322 -5.09110
C -3.84837 -0.32251 -5.23805
C -4.51770 0.59142 -4.43366
C -3.82337 1.34708 -3.49276
C 0.29817 3.32468 -5.52407
C -0.84325 2.82001 -6.16257
C -0.91902 2.73002 -7.54366
C 0.13403 3.14478 -8.34556
C 1.25557 3.67639 -7.72978
C 1.34051 3.77361 -6.34783
P 2.37889 2.60768 -2.16319
C 3.53541 3.88099 -1.49753
C 3.31758 4.35955 -0.20794
C 4.10139 5.38360 0.31015
C 5.12274 5.92884 -0.45203
C 5.36214 5.44319 -1.73267
C 4.57384 4.42844 -2.25408
C 3.55575 1.68881 -3.24375
C 4.70897 1.15246 -2.66387
C 5.65291 0.49673 -3.43784
C 5.46155 0.36263 -4.80947
C 4.29891 0.84941 -5.38782
C 3.34369 1.49380 -4.60780
H 1.41044 4.69229 -2.87093
H 2.38610 3.98803 -4.14729
H -1.67233 3.75242 -4.00622
H -0.68992 4.39866 -2.68971
H -2.67184 1.47573 0.25776
H -4.43354 2.46884 1.63967
H -5.41745 4.66276 0.99913
H -4.64990 5.79359 -1.05821
H -2.93263 4.78351 -2.46974
H -0.71684 0.12302 -4.03770
H -1.94349 -1.19623 -5.72105
H -4.39334 -0.88885 -5.98409
H -5.58692 0.72597 -4.54560
H -4.36178 2.06386 -2.88597
H -1.68972 2.47937 -5.58549
H -1.81869 2.32193 -7.99028
H 0.08001 3.06418 -9.42339
H 2.08300 4.03532 -8.33093
H 2.22903 4.22567 -5.93269
H 2.53658 3.91803 0.40096
H 3.90571 5.75397 1.30969
H 5.73951 6.72294 -0.05045
H 6.16580 5.86117 -2.32677
H 4.77896 4.05930 -3.25269
H 4.87666 1.27059 -1.59773
H 6.54832 0.10071 -2.97272
H 6.21284 -0.12039 -5.42204
H 4.13581 0.73962 -6.45417
H 2.43341 1.84558 -5.07813
N 2.02504 -1.95111 1.68867
C 2.79407 -2.63962 0.72580
C 3.65075 -3.66718 1.01089
C 4.34117 -4.33953 -0.01917
C 4.14374 -3.99880 -1.32633
C 3.22002 -2.98125 -1.65806
C 2.86040 -2.66509 -2.98806
C 1.88828 -1.73671 -3.22790
C 1.29647 -1.07792 -2.14171
N 1.61821 -1.33463 -0.89016
C 2.55611 -2.28850 -0.62391
H 1.95073 -2.43953 2.57122
H 2.34730 -0.99400 1.90469
H 3.80692 -3.95961 2.04339
H 5.02547 -5.13752 0.23812
H 4.66720 -4.51158 -2.12496
H 3.35119 -3.18372 -3.80364
H 1.57692 -1.49651 -4.23535
H 0.53762 -0.31786 -2.29351
C -0.19712 -4.17613 -1.38166
C -1.24760 -3.12415 -1.47360
N -1.23319 -1.94720 -0.87211
C -2.41412 -1.31046 -1.20897
C -3.14161 -2.10540 -2.02335
N -2.39385 -3.25286 -2.19397
C -2.73343 -4.30873 -3.14016
N -2.53085 -5.62596 -2.62898
N -1.56940 -6.41298 -3.19118
N -1.62487 -7.57298 -2.67161
C -2.65532 -7.60189 -1.74702
C -3.13028 -8.63621 -0.93836
C -4.19867 -8.35047 -0.11870
C -4.78700 -7.07091 -0.09079
C -4.33322 -6.04176 -0.88651
C -3.25487 -6.34268 -1.71896
H 0.65733 -3.77392 -0.84483
H 0.11992 -4.51352 -2.36928
H -0.56179 -5.04700 -0.83168
H -2.63296 -0.30906 -0.87974
H -4.09011 -1.95496 -2.51325
H -2.10689 -4.22985 -4.02545
H -3.77342 -4.17030 -3.42546
H -2.67586 -9.61810 -0.97024
H -4.60817 -9.12272 0.51975
H -5.61891 -6.89149 0.57937
H -4.78506 -5.05807 -0.86062